## one
A cluster of 3 separate species, C3H11NO3 in total, computed with the ωB97M-V functional and the def2-TZVPD basis.

Computed properties:
total charge: 0
spin multiplicity: 1

Each atom is followed by the atoms it is bonded to, with distances in Å.
Atoms and positions in Å:
1 C 1.01041 1.50828 -0.40429  C2 1.511, H6 1.087, H7 1.079, H8 1.090
2 C 0.53594 0.08055 -0.26087  C1 1.511, N3 1.355, O5 1.213
3 N 1.01717 -0.64276 0.77949  C2 1.355, C4 1.437, H9 1.010
4 C 2.32791 -0.49316 1.34982  N3 1.437, H10 1.051, H11 1.086, H12 1.090
5 O -0.28625 -0.40649 -1.00825  C2 1.213
6 H 2.08222 1.57847 -0.57065  C1 1.087
7 H 0.40688 1.92067 -1.19789  C1 1.079
8 H 0.79484 2.00470 0.54180  C1 1.090
9 H 0.47619 -1.48216 0.93141  N3 1.010
10 H 2.62747 -1.37548 1.83534  C4 1.051
11 H 2.40358 0.34098 2.04043  C4 1.086
12 H 3.07957 -0.40852 0.56444  C4 1.090
13 H -1.40268 0.98118 -1.96390  O15 0.970
14 H -2.92626 1.15550 -1.88400  O15 0.959
15 O -2.10833 1.64604 -1.98325  H13 0.970, H14 0.959
16 H -2.45934 -1.67396 0.69332  O18 0.962
17 H -1.93474 -1.02215 1.99937  O18 0.959
18 O -1.79466 -1.74562 1.38568  H16 0.962, H17 0.959



## two
A cluster of 3 separate species, C3H11NO3 in total, computed with the ωB97M-V functional and the def2-TZVPD basis.

Computed properties:
total charge: 0
spin multiplicity: 1

Each atom is followed by the atoms it is bonded to, with distances in Å.
Atoms and positions in Å:
1 O 1.52625 -0.21940 1.68361  C2 1.226
2 C 0.87810 0.63766 1.09361  O1 1.226, C3 1.513, H6 1.105
3 C -0.62599 0.50806 1.19156  C2 1.513, C4 1.561, N5 1.442, H7 1.093
4 C -1.20881 1.35973 0.01988  C3 1.561, H8 1.088, H9 1.121, H10 1.092
5 N -1.01220 -0.87610 1.07076  C3 1.442, H11 1.013, H12 1.013
6 H 1.49155 1.49403 0.75840  C2 1.105
7 H -1.02622 0.82266 2.15871  C3 1.093
8 H -2.04666 0.85078 -0.45169  C4 1.088
9 H -0.39735 1.48216 -0.74358  C4 1.121
10 H -1.47693 2.37319 0.32390  C4 1.092
11 H -0.64439 -1.51122 1.76849  N5 1.013
12 H -0.74815 -1.27246 0.17701  N5 1.013
13 H -0.28602 -0.38091 -2.11485  O15 0.960
14 H -1.26897 -0.96515 -3.31450  O15 0.966
15 O -0.78506 -0.22822 -2.92023  H13 0.960, H14 0.966
16 H 2.01484 -0.88895 -1.70954  O18 0.968
17 H 1.74701 -0.99162 -0.23612  O18 0.969
18 O 1.29524 -0.79241 -1.06989  H16 0.968, H17 0.969



## three
A cluster of 3 separate species, C3H11NO3 in total, computed with the ωB97M-V functional and the def2-TZVPD basis.

Computed properties:
total charge: 0
spin multiplicity: 1

Each atom is followed by the atoms it is bonded to, with distances in Å.
Atoms and positions in Å:
1 C -0.76297 1.10352 1.87876  C2 1.579, H6 1.154, H7 1.051, H8 1.072
2 C -0.16461 -0.09270 1.03934  C1 1.579, C3 1.527, H9 1.108, H10 1.126
3 C -0.89272 -0.24365 -0.29493  C2 1.527, N4 1.352, O5 1.258
4 N -2.23722 -0.20766 -0.15340  C3 1.352, H11 0.991, H12 1.010
5 O -0.24444 -0.26462 -1.37254  C3 1.258
6 H -0.62855 2.16212 1.43982  C1 1.154
7 H -1.80646 0.97616 1.90184  C1 1.051
8 H -0.47875 1.11380 2.91187  C1 1.072
9 H -0.17742 -0.97751 1.70545  C2 1.108
10 H 0.95558 -0.12761 0.92672  C2 1.126
11 H -2.58326 -0.16909 0.77477  N4 0.991
12 H -2.86349 -0.24748 -0.94418  N4 1.010
13 H 0.66167 1.54038 -2.33250  O15 1.001
14 H 2.03797 0.86819 -2.16333  O15 0.996
15 O 1.54887 1.69355 -1.89440  H13 1.001, H14 0.996
16 H 2.66777 -1.28773 0.68017  O18 0.935
17 H 1.50454 -2.21557 0.18885  O18 0.877
18 O 2.10716 -2.02707 0.79761  H16 0.935, H17 0.877



The structure with the greatest stability is one.



## one
A cluster of 2 separate species, C3H11NO3 in total, computed with the ωB97M-V functional and the def2-TZVPD basis.

Computed properties:
total charge: 0
spin multiplicity: 1

Each atom is followed by the atoms it is bonded to, with distances in Å.
Atoms and positions in Å:
1 C -0.84086 -0.73716 1.35798  C2 1.516, N4 1.452, H7 1.089, H8 1.097
2 C 0.26137 -1.75913 1.15747  C1 1.516, O3 1.429, H9 1.088, H10 1.087
3 O 1.11312 -1.42718 0.05916  C2 1.429, H11 0.964
4 N -1.43760 -0.30538 0.10684  C1 1.452, C5 1.410, H12 1.008
5 C -2.13234 0.92196 0.09128  N4 1.410, O6 1.440, H13 1.093, H14 1.102
6 O -1.27388 2.00235 -0.31864  C5 1.440, H15 0.972
7 H -0.39123 0.15535 1.79184  C1 1.089
8 H -1.59474 -1.08791 2.07421  C1 1.097
9 H 0.89188 -1.77667 2.04429  C2 1.088
10 H -0.11462 -2.75820 0.95138  C2 1.087
11 H 1.01818 -0.47819 -0.07854  O3 0.964
12 H -1.79562 -1.01288 -0.51522  N4 1.008
13 H -2.47943 1.21270 1.08655  C5 1.093
14 H -2.98804 0.92270 -0.60385  C5 1.102
15 H -0.67162 1.56693 -0.94454  O6 0.972
16 H 2.80538 1.18449 -1.53787  O18 0.962
17 H 4.32971 1.09522 -1.52838  O18 0.962
18 O 3.56445 1.02304 -2.10608  H16 0.962, H17 0.962



## two
A cluster of 3 separate species, C3H11NO3 in total, computed with the ωB97M-V functional and the def2-TZVPD basis.

Computed properties:
total charge: 0
spin multiplicity: 1

Each atom is followed by the atoms it is bonded to, with distances in Å.
Atoms and positions in Å:
1 C -1.07931 -2.38954 -0.42346  N2 1.460, H6 1.146, H7 1.081, H8 1.056
2 N -1.05464 -0.94122 -0.24077  C1 1.460, C3 1.506, H9 0.961
3 C 0.33355 -0.40627 -0.47300  N2 1.506, C4 1.594, H10 1.068, H11 1.105
4 C 0.37418 1.14586 -0.11326  C3 1.594, O5 1.214, H12 1.075
5 O 1.37293 1.82271 -0.24955  C4 1.214
6 H -0.40422 -2.87659 0.36392  C1 1.146
7 H -0.66513 -2.70106 -1.37255  C1 1.081
8 H -2.00659 -2.81524 -0.14953  C1 1.056
9 H -1.64024 -0.54756 -0.89326  N2 0.961
10 H 1.00596 -0.86381 0.21885  C3 1.068
11 H 0.79810 -0.47298 -1.47298  C3 1.105
12 H -0.58362 1.58728 0.09593  C4 1.075
13 H -3.43624 -1.63855 2.31502  O15 1.006
14 H -2.73623 -0.37011 1.96029  O15 0.949
15 O -3.62613 -0.69158 2.03249  H13 1.006, H14 0.949
16 H 4.41750 3.58302 -1.16337  O18 0.919
17 H 4.46227 4.22353 0.22877  O18 0.902
18 O 4.46787 4.35212 -0.66353  H16 0.919, H17 0.902



The structure with the greatest stability is one.



## one
A cluster of 3 separate species, C3H11NO3 in total, computed with the ωB97M-V functional and the def2-TZVPD basis.

Computed properties:
total charge: 0
spin multiplicity: 1

Each atom is followed by the atoms it is bonded to, with distances in Å.
Atoms and positions in Å:
1 C -1.06491 0.35351 -0.11584  N2 1.363, O5 1.218, H6 1.094
2 N -0.30564 1.43657 -0.44518  C1 1.363, C3 1.441, C4 1.439
3 C 0.21627 1.46128 -1.78861  N2 1.441, H7 1.090, H8 1.091, H9 1.089
4 C 0.14879 2.29421 0.61654  N2 1.439, H10 1.087, H11 1.076, H12 1.089
5 O -1.27474 -0.62860 -0.80488  C1 1.218
6 H -1.55336 0.43867 0.85907  C1 1.094
7 H -0.38463 0.78379 -2.39503  C3 1.090
8 H 1.20328 0.99607 -1.80967  C3 1.091
9 H 0.19444 2.46357 -2.21303  C3 1.089
10 H 0.12174 3.32771 0.28038  C4 1.087
11 H 1.09355 1.96887 1.01698  C4 1.076
12 H -0.57104 2.22274 1.42993  C4 1.089
13 H -0.23076 -1.50039 3.28205  O15 0.961
14 H 0.01122 -2.47814 2.11045  O15 0.965
15 O -0.19904 -1.56103 2.32354  H13 0.961, H14 0.965
16 H 1.02173 -3.16345 -0.46576  O18 0.965
17 H 0.47463 -4.29761 -1.29705  O18 0.964
18 O 1.09843 -4.11775 -0.58391  H16 0.965, H17 0.964



## two
A cluster of 3 separate species, C3H11NO3 in total, computed with the ωB97M-V functional and the def2-TZVPD basis.

Computed properties:
total charge: 0
spin multiplicity: 1

Each atom is followed by the atoms it is bonded to, with distances in Å.
Atoms and positions in Å:
1 C -0.75912 0.54431 0.52317  C2 1.505, N5 1.404, H6 1.104, H7 1.116
2 C -0.42935 -0.04679 -0.82094  C1 1.505, C3 1.543, H8 1.081, H9 1.087
3 C -0.86526 -1.52522 -0.75318  C2 1.543, O4 1.370, H10 1.089, H14 1.102
4 O -0.77712 -1.89896 0.56142  C3 1.370
5 N -0.61650 1.93728 0.62270  C1 1.404, H11 1.021, H12 1.110
6 H -1.79795 0.34390 0.84014  C1 1.104
7 H -0.13590 -0.00790 1.26591  C1 1.116
8 H -0.87222 0.57548 -1.58620  C2 1.081
9 H 0.64579 0.05152 -0.94478  C2 1.087
10 H -0.16896 -2.12314 -1.33949  C3 1.089
11 H -0.30206 2.12193 1.57589  N5 1.021
12 H 0.04790 2.30369 -0.18812  N5 1.110
13 H 0.86042 -1.77194 0.74562  O15 0.999
14 H -1.91381 -1.55305 -1.09163  C3 1.102
15 O 1.80083 -1.51277 0.96093  H13 0.999, H16 0.962
16 H 2.28697 -2.30103 0.69928  O15 0.962
17 H 1.32643 3.33432 -1.24098  O18 0.965
18 O 1.01988 2.42891 -1.11064  H17 0.965



The structure with the greatest stability is one.



## one
A cluster of 3 separate species, C3H11NO3 in total, computed with the ωB97M-V functional and the def2-TZVPD basis.

Computed properties:
total charge: 0
spin multiplicity: 1

Each atom is followed by the atoms it is bonded to, with distances in Å.
Atoms and positions in Å:
1 C 1.79438 -1.13779 1.61279  C2 1.525, H6 1.082, H7 1.089, H8 1.086
2 C 0.29659 -1.04005 1.34071  C1 1.525, C3 1.524, H9 1.095, H10 1.092
3 C 0.03075 -0.71404 -0.12409  C2 1.524, N4 1.361, O5 1.208
4 N -1.21891 -0.23147 -0.36334  C3 1.361, H11 0.989, H12 1.000
5 O 0.83887 -0.92023 -0.99769  C3 1.208
6 H 2.24440 -0.15699 1.68867  C1 1.082
7 H 2.18936 -1.64926 0.73620  C1 1.089
8 H 2.05999 -1.71900 2.49113  C1 1.086
9 H -0.15440 -2.03536 1.40913  C2 1.095
10 H -0.24774 -0.48459 2.10764  C2 1.092
11 H -1.89891 -0.30540 0.35031  N4 0.989
12 H -1.48257 0.20982 -1.22122  N4 1.000
13 H -1.30084 -1.41336 -3.78949  O15 0.959
14 H -2.56447 -2.04719 -4.47187  O15 0.958
15 O -1.67071 -2.21306 -4.16845  H13 0.959, H14 0.958
16 H 0.70169 4.62320 0.92646  O18 0.964
17 H 0.05072 5.73157 1.68318  O18 0.964
18 O 0.33181 5.50320 0.78993  H16 0.964, H17 0.964



## two
A cluster of 2 separate species, C3H11NO3 in total, computed with the ωB97M-V functional and the def2-TZVPD basis.

Computed properties:
total charge: 0
spin multiplicity: 1

Each atom is followed by the atoms it is bonded to, with distances in Å.
Atoms and positions in Å:
1 C 0.84667 -0.50966 -0.86579  C2 1.512, N4 1.482, H7 1.098, H8 1.097
2 C -0.45666 -1.20406 -0.54210  C1 1.512, O3 1.412, H9 1.108, H10 1.095
3 O -1.46141 -0.22059 -0.40657  C2 1.412, H11 0.960
4 N 1.37403 0.12414 0.36574  C1 1.482, C5 1.433, H12 1.010
5 C 2.49840 0.99210 0.17412  N4 1.433, O6 1.439, H13 1.087, H14 1.091
6 O 2.39352 2.15938 1.00826  C5 1.439, H15 0.950
7 H 0.53656 0.30753 -1.53072  C1 1.098
8 H 1.63996 -1.03859 -1.40816  C1 1.097
9 H -0.69820 -1.90298 -1.36746  C2 1.108
10 H -0.29763 -1.84491 0.33119  C2 1.095
11 H -2.10112 -0.63075 0.17956  O3 0.960
12 H 1.56078 -0.59726 1.04821  N4 1.010
13 H 2.57712 1.35290 -0.84793  C5 1.087
14 H 3.44176 0.50514 0.42392  C5 1.091
15 H 1.48862 2.41890 0.88316  O6 0.950
16 H -3.67240 -1.58619 0.62364  O18 0.939
17 H -5.17690 -1.16030 0.26540  O18 0.948
18 O -4.24709 -1.00696 0.15931  H16 0.939, H17 0.948



## three
A cluster of 4 separate species, C3H11NO3 in total, computed with the ωB97M-V functional and the def2-TZVPD basis.

Computed properties:
total charge: 0
spin multiplicity: 1

Each atom is followed by the atoms it is bonded to, with distances in Å.
Atoms and positions in Å:
1 C -2.33634 0.09251 -0.90717  C2 1.334, N4 1.408, H5 1.084
2 C -1.57089 0.17247 0.18262  C1 1.334, H6 1.082, H7 1.081
3 C -3.51430 2.06472 -1.05074  N4 1.259, H8 1.094, H9 1.087
4 N -3.52162 0.81007 -1.15583  C1 1.408, C3 1.259
5 H -1.96664 -0.52363 -1.71907  C1 1.084
6 H -1.55909 1.10545 0.72973  C2 1.082
7 H -0.91950 -0.62575 0.50842  C2 1.081
8 H -2.72001 2.59657 -0.51961  C3 1.094
9 H -4.32736 2.67444 -1.43622  C3 1.087
10 H 3.56642 1.94022 0.55545  O12 0.961
11 H 3.38209 3.20981 -0.31742  O12 0.960
12 O 2.91487 2.48858 0.10994  H10 0.961, H11 0.960
13 H 2.48360 -0.32496 1.59659  O15 0.964
14 H 3.21745 -1.51540 2.17031  O15 0.970
15 O 2.53861 -0.86044 2.39641  H13 0.964, H14 0.970
16 H 0.98286 -4.02604 -0.84870  O18 0.965
17 H 1.56139 -5.05999 0.05872  O18 0.964
18 O 1.78847 -4.21861 -0.35342  H16 0.965, H17 0.964



The structure with the greatest stability is one.



## one
The molecule C11H13NO, computed with the ωB97M-V functional and the def2-TZVPD basis.

Computed properties:
total charge: 0
spin multiplicity: 1

Each atom is followed by the atoms it is bonded to, with distances in Å.
Atoms and positions in Å:
1 C -1.83054 1.04281 -0.36109  C2 1.686, C5 1.462, H14 1.070, N25 1.433
2 C -1.37625 -0.08483 0.80674  C1 1.686, C3 1.656, C11 1.373, H15 1.092
3 C -0.93217 1.07882 1.89785  C2 1.656, C4 1.718, H16 1.206, H17 1.206
4 C -0.33588 2.34064 0.89666  C3 1.718, C5 1.469, H18 1.067, H19 1.169
5 C -0.46496 1.56337 -0.34325  C1 1.462, C4 1.469, C6 1.555, H20 1.192
6 C 0.50574 0.35440 -0.22730  C5 1.555, C7 1.426, C11 1.392
7 C 1.72279 -0.15199 -0.77196  C6 1.426, C8 1.531, H21 0.967
8 C 2.05005 -1.64662 -0.83865  C7 1.531, C9 1.546, O26 1.391
9 C 1.04137 -2.71950 -0.36776  C8 1.546, C10 1.395, H23 1.027
10 C -0.03058 -2.19295 0.35231  C9 1.395, C11 1.534, H24 1.132
11 C -0.20600 -0.66967 0.39109  C2 1.373, C6 1.392, C10 1.534
12 H -2.47044 2.96223 -0.32749  N25 1.217
13 H -3.90682 1.41992 -0.25925  N25 1.246
14 H -2.18099 0.44152 -1.17323  C1 1.070
15 H -2.27567 -0.46202 1.29788  C2 1.092
16 H -1.85996 1.79703 2.17604  C3 1.206
17 H -0.06164 0.86034 2.70352  C3 1.206
18 H 0.70120 2.43562 1.13057  C4 1.067
19 H -0.83975 3.39366 0.84405  C4 1.169
20 H -0.49934 2.34451 -1.24337  C5 1.192
21 H 2.34154 0.49953 -1.12873  C7 0.967
22 H 3.46910 -0.93910 -1.98750  O26 1.098
23 H 1.29345 -3.67804 -0.63526  C9 1.027
24 H -0.88657 -2.92199 0.48765  C10 1.132
25 N -2.84228 1.91213 0.16161  C1 1.433, H12 1.217, H13 1.246
26 O 3.27631 -1.87812 -1.45300  C8 1.391, H22 1.098



## two
The molecule C11H13NO, computed with the ωB97M-V functional and the def2-TZVPD basis.

Computed properties:
total charge: 0
spin multiplicity: 1

Each atom is followed by the atoms it is bonded to, with distances in Å.
Atoms and positions in Å:
1 C 3.85820 0.35323 -0.06969  C2 1.347, C3 1.409, H14 1.064
2 C 3.24024 0.30014 1.12625  C1 1.347, C4 1.416, H15 1.066
3 C 3.09626 0.42794 -1.25297  C1 1.409, C5 1.385, H16 1.056
4 C 1.82714 0.23463 1.18624  C2 1.416, C6 1.387, H17 1.072
5 C 1.71394 0.46861 -1.17706  C3 1.385, C6 1.421, H18 1.043
6 C 1.04791 0.16628 0.04066  C4 1.387, C5 1.421, C9 1.446
7 C -2.74102 0.08132 -0.49827  C10 1.496, N12 1.284, H19 1.105
8 C -1.60960 1.62883 0.84905  N12 1.447, H20 1.072, H21 1.150
9 C -0.31871 -0.29181 0.15611  C6 1.446, C10 1.547, H22 1.152
10 C -1.51687 -0.75198 -0.70834  C7 1.496, C9 1.547, C11 1.483, H23 1.081
11 C -1.92255 -2.12060 -0.30624  C10 1.483, H24 1.099, H25 1.129, H26 1.176
12 N -2.82787 1.10890 0.26696  C7 1.284, C8 1.447, O13 1.270
13 O -3.94770 1.58889 0.62510  N12 1.270
14 H 4.87070 0.31695 -0.39365  C1 1.064
15 H 3.88131 0.38004 1.97380  C2 1.066
16 H 3.54842 0.36001 -2.20493  C3 1.056
17 H 1.36268 0.20511 2.15187  C4 1.072
18 H 1.16515 0.36769 -2.05867  C5 1.043
19 H -3.72284 -0.27454 -0.85819  C7 1.105
20 H -1.72457 1.61200 1.91487  C8 1.072
21 H -1.25588 2.62346 0.39295  C8 1.150
22 H -0.49733 -0.42714 1.28653  C9 1.152
23 H -1.31001 -0.87018 -1.76238  C10 1.081
24 H -1.06006 -2.80138 -0.33564  C11 1.099
25 H -2.68104 -2.46131 -1.07008  C11 1.129
26 H -2.47593 -2.22510 0.72570  C11 1.176



The structure with the greatest stability is two.